Here is 2 unconnected molecules or ions with the total composition C12H18 from OMol25. Energies are from ωB97M-V/def2-TZVPD.

Last column: Löwdin charge in e.
Positions of all 30 atoms, in Å:
C  -3.14  -1.23  -1.25  0.01
C  -1.92  -1.12  -0.63  -0.06
C  -0.73  -0.96  -0.24  -0.22
C  0.62  -1.50  0.01  0.12
C  0.20  -0.51  0.81  -0.12
C  0.26  0.23  2.09  -0.35
C  -1.16  0.47  2.67  -0.06
C  1.14  -0.52  3.16  -0.06
H  -3.90  -1.87  -0.97  0.00
H  -3.41  -0.44  -1.87  0.01
H  1.41  -2.07  -0.20  0.07
H  0.67  1.15  1.86  0.10
H  -1.87  -0.43  2.79  0.12
H  -1.81  1.04  2.05  0.06
H  -1.05  0.94  3.60  0.06
H  0.49  -1.29  3.67  0.09
H  1.57  0.33  3.81  0.10
H  2.01  -1.08  2.69  0.09
C  -0.36  1.50  -1.56  0.03
C  0.69  0.75  -1.91  -0.49
C  0.68  -0.08  -3.10  -0.09
C  2.03  0.94  -1.24  -0.08
H  -0.47  2.11  -0.56  0.12
H  -1.25  1.52  -2.07  0.03
H  -0.26  -0.54  -3.31  0.07
H  0.97  0.29  -4.10  0.09
H  1.50  -0.87  -2.95  0.10
H  2.45  0.16  -0.65  0.04
H  1.94  1.75  -0.46  0.08
H  2.69  1.34  -2.13  0.13

highest occupied orbital energy = -7.69 eV
ΔE to the lowest compared entry with this formula, charge and spin = 153.56 kcal/mol
frontier orbital gap = 8.5 eV